Molecular formula: C3H5Cl2N
Method: DFT, ωB97M-V with the def2-TZVPD basis set

Geometry as XYZ:
```
11
C3H5Cl2N, DFT ωB97M-V with the def2-TZVPD basis set
C 0.26968 -1.86571 1.85424
C -0.16326 -0.71393 1.21767
Cl -1.85048 -0.93997 0.38657
C 0.07612 0.49947 0.93549
N 0.26482 1.66463 0.57387
H -0.24801 -2.81984 1.46473
H 1.37528 -2.07724 1.79430
H 0.03636 -1.73786 2.95812
H -0.37245 2.34224 1.09649
Cl 0.72953 2.31717 3.97568
H 0.67928 1.33312 2.75329
```

Values from the calculation:
energy	-1092.33507	Ha
net charge	0
E_HOMO	-9.41	eV
relative energy (zero: lowest compared OMol25 entry of this formula, charge and spin)	61.38	kcal/mol
orbital gap	0.3262	Eh
SMILES	CC(Cl)=C=N.Cl

---

Molecular formula: C4H7NO2
Method: DFT, ωB97M-V with the def2-TZVPD basis set

Geometry as XYZ:
```
14
C4H7NO2, DFT ωB97M-V with the def2-TZVPD basis set
C -1.33938 -0.66100 -0.93354
C -0.40892 -0.18263 0.01335
N -0.67170 0.74206 1.02135
O -2.01462 1.04870 0.92047
C 1.06038 -0.36090 -0.27804
C 1.98304 0.76863 -0.15743
O 1.94968 -0.26836 0.81283
H -2.38728 -0.40617 -0.86454
H -1.01656 -1.39629 -1.66181
H -0.73614 -0.93579 0.82251
H -2.20176 1.47961 1.76576
H 1.27873 -1.16212 -0.98570
H 2.87917 0.79821 -0.77619
H 1.58923 1.72521 0.18032
```

Values from the calculation:
energy	-361.61751	Ha
net charge	0
E_HOMO (spin up / spin down)	-8.22 / -7.94	eV
relative energy (zero: lowest compared OMol25 entry of this formula, charge and spin)	165.25	kcal/mol
orbital gap (spin up / spin down)	0.3166 / 0.3132	Eh

---

Molecular formula: C4H6S3
Method: DFT, ωB97M-V with the def2-TZVPD basis set

Geometry as XYZ:
```
13
C4H6S3, DFT ωB97M-V with the def2-TZVPD basis set
C 0.31293 1.96747 -0.84641
C 0.37224 0.53107 -0.61551
C 1.67732 -0.38553 -0.52852
C -0.27616 0.08108 0.75771
H -0.51104 2.50674 -0.51928
H 0.30228 2.26704 -1.99947
H 1.00845 2.45237 -0.14932
H -1.75622 -0.48309 -1.09195
H 2.02254 -0.91670 -1.44617
H 2.54240 0.33826 -0.33320
S -0.61423 -0.54908 -1.79324
S 1.22174 -0.92075 0.97476
S -1.61541 0.26176 1.62697
```

Values from the calculation:
energy	-1350.48443	Ha
net charge	0
E_HOMO	-8.73	eV
relative energy (zero: lowest compared OMol25 entry of this formula, charge and spin)	39.32	kcal/mol
orbital gap	0.3092	Eh

---

Molecular formula: C3H3N3OS
Method: DFT, ωB97M-V with the def2-TZVPD basis set

Geometry as XYZ:
```
11
C3H3N3OS, DFT ωB97M-V with the def2-TZVPD basis set
O 1.72001 1.59218 -0.02855
C 1.44046 0.37816 -0.08239
S 2.48388 -0.77435 -0.05726
N 0.05952 0.03162 -0.29841
C -0.71508 -1.09991 -0.14878
C -1.95301 -0.71358 0.05270
N -1.83700 0.74381 -0.02259
N -0.61631 1.14647 -0.14694
H 2.59289 1.90150 0.38594
H -0.20794 -2.07820 0.18483
H -2.96742 -1.12768 0.16145
```

Values from the calculation:
energy	-753.71202	Ha
net charge	0
E_HOMO	-9.30	eV
relative energy (zero: lowest compared OMol25 entry of this formula, charge and spin)	88.33	kcal/mol
orbital gap	0.3409	Eh
SMILES	OC(=S)n1ccnn1

---

- The lowest relative energy (zero: lowest compared OMol25 entry of this formula, charge and spin) belongs to which entry?
  C4H6S3